Computed, not measured: a molecular structure, C52H46Cl3GeN2O2PbS6Sb, with ωB97M-V with the def2-TZVPD basis set.

Geometry as ORCA input:
```
! RIJCOSX wB97M-V def2-TZVPD def2/J DEFGRID3
* xyz -1 2
Pb 1.946 0.964 -1.377
Cl -0.113 1.154 -4.493
C -1.741 1.318 -3.936
C -2.740 1.096 -4.868
C -4.067 1.244 -4.519
C -4.384 1.623 -3.227
C -3.378 1.832 -2.302
Cl -3.889 2.320 -0.725
C -2.003 1.675 -2.601
S -0.790 1.959 -1.383
H -2.463 0.812 -5.875
H -4.848 1.072 -5.247
H -5.413 1.765 -2.928
S 2.662 -0.022 -7.122
Sb 2.843 0.488 -4.935
S 3.374 2.536 -4.113
S 2.603 -1.097 -3.280
S 2.208 3.994 -0.644
C 0.919 4.026 0.415
N 0.046 5.046 0.428
C -1.128 4.961 1.280
C -0.704 4.448 2.639
N -0.032 3.171 2.503
C -0.285 2.193 3.554
C -1.733 1.777 3.653
C -2.327 1.592 4.897
C -3.626 1.115 4.999
C -4.350 0.822 3.854
C -3.770 1.028 2.608
C -2.474 1.508 2.508
C 0.816 2.964 1.470
S 1.822 1.637 1.446
C 0.079 6.135 -0.556
C -0.855 6.000 -1.738
C -0.381 5.500 -2.947
C -1.220 5.411 -4.047
C -2.547 5.803 -3.948
C -3.029 6.292 -2.744
C -2.184 6.398 -1.649
H -1.868 4.296 0.832
H -1.558 5.957 1.383
H -1.574 4.314 3.280
H -0.024 5.172 3.107
H 0.047 2.616 4.509
H 0.307 1.306 3.335
H -1.765 1.807 5.800
H -4.072 0.967 5.975
H -5.358 0.434 3.929
H -4.330 0.809 1.708
H -2.019 1.648 1.534
H 1.102 6.203 -0.917
H -0.168 7.046 -0.005
H 0.652 5.182 -3.027
H -0.836 5.029 -4.985
H -3.206 5.713 -4.802
H -4.066 6.593 -2.656
H -2.570 6.807 -0.721
Cl 5.300 2.188 4.822
C 5.195 1.763 3.145
C 5.130 0.421 2.784
C 4.998 0.091 1.454
C 4.935 1.084 0.448
C 4.734 0.734 -0.903
C 5.045 2.434 0.855
C 5.169 2.768 2.184
H 5.175 -0.345 3.545
H 4.928 -0.948 1.158
H 4.790 -0.310 -1.189
H 4.913 1.468 -1.680
H 4.999 3.212 0.105
H 5.238 3.803 2.492
O -0.120 -0.762 1.393
C -0.129 -1.045 0.195
O 0.869 -1.008 -0.618
C -1.420 -1.546 -0.455
C -1.225 -2.906 -1.143
Ge -0.162 -4.241 -0.116
C -0.482 -4.267 1.833
C 0.330 -5.018 2.681
C 0.130 -5.006 4.054
C -0.884 -4.233 4.602
C -1.710 -3.492 3.770
C -1.511 -3.518 2.398
C -0.681 -6.019 -0.844
C -0.023 -7.178 -0.432
C -0.366 -8.421 -0.942
C -1.380 -8.531 -1.884
C -2.044 -7.390 -2.309
C -1.694 -6.151 -1.790
C 1.764 -4.105 -0.477
C 2.696 -3.767 0.499
C 4.044 -3.681 0.182
C 4.472 -3.903 -1.119
C 3.547 -4.217 -2.105
C 2.204 -4.324 -1.779
H -1.717 -0.799 -1.194
H -2.196 -1.601 0.304
H -0.656 -2.756 -2.064
H -2.201 -3.310 -1.413
H 1.132 -5.619 2.265
H 0.774 -5.592 4.700
H -1.028 -4.210 5.675
H -2.503 -2.882 4.186
H -2.164 -2.934 1.763
H 0.777 -7.100 0.297
H 0.160 -9.307 -0.608
H -1.646 -9.500 -2.286
H -2.833 -7.465 -3.047
H -2.223 -5.272 -2.138
H 2.363 -3.554 1.509
H 4.766 -3.436 0.952
H 5.524 -3.823 -1.366
H 3.872 -4.364 -3.127
H 1.485 -4.572 -2.552
*
```

Summary:
<S²>: 0.790
relative energy (zero: lowest compared OMol25 entry of this formula, charge and spin): 168.2 kJ/mol
total energy: -8549.0138 hartree
gap between HOMO and LUMO (alpha / beta): 5.9 / 6.0 eV
E_HOMO (alpha / beta): -4.830 / -5.179 eV